Arrangement w

The ion C5H12NS with charge +1, computed with ωB97M-V with the def2-TZVPD basis set.

Each line ends with the Löwdin charge.
Cartesian coordinates (Å):
C  0.69  -1.44  -0.97  -0.082
C  -0.04  -0.40  -0.03  -0.525
C  0.47  -0.42  1.49  -0.038
C  -1.49  -1.09  0.04  -0.520
S  -2.76  -0.12  -0.14  0.824
C  0.43  1.01  -0.63  -0.095
N  -0.36  2.11  0.06  0.166
H  0.41  -1.40  -2.08  0.112
H  1.85  -1.36  -0.97  0.114
H  0.52  -2.55  -0.67  0.112
H  -0.26  0.19  2.14  0.106
H  0.61  -1.40  1.80  0.059
H  1.51  -0.01  1.63  0.106
H  -1.46  -2.09  -0.19  0.034
H  1.48  1.03  -0.53  0.116
H  0.19  1.04  -1.63  0.105
H  -0.17  3.03  -0.45  0.211
H  -0.31  2.20  1.05  0.134
H  -1.32  1.65  0.09  0.061

Calculated values
**LUMO (spin up / spin down)**: -4.49 / -4.49 eV
**Total charge**: +1
**SMILES**: CC(C)(C=S)C[NH3+]
**Orbital gap (spin up / spin down)**: 8.6 / 8.6 eV
**HOMO energy (spin up / spin down)**: -13.1 / -13.1 eV



Arrangement x

A cluster of 2 separate species, C5H12NS in total, computed with ωB97M-V with the def2-TZVPD basis set.

Each line ends with the Löwdin charge.
Cartesian coordinates (Å):
C  -0.96  -0.42  1.95  -0.643
C  -1.67  0.71  2.47  -0.254
C  1.89  -0.56  -1.72  0.026
C  0.44  1.34  -1.66  -0.036
C  -0.37  -0.76  -0.92  0.133
N  0.52  -0.03  -1.50  -0.216
S  -0.69  -1.60  2.99  0.882
H  -1.73  1.56  1.71  0.078
H  -1.30  1.14  3.44  0.098
H  -2.72  0.26  2.47  0.115
H  2.36  -0.55  -0.82  0.076
H  1.72  -1.57  -2.02  0.091
H  2.51  -0.04  -2.49  0.131
H  1.48  1.82  -1.87  0.151
H  -0.25  1.70  -2.44  0.124
H  0.10  1.67  -0.69  0.094
H  -1.29  -0.31  -0.54  0.096
H  -0.24  -1.85  -0.73  0.138
H  0.19  -2.49  2.38  -0.083

Calculated values
**LUMO**: -4.25 eV
**Total charge**: +1
**Orbital gap**: 7.7 eV
**HOMO energy**: -12.0 eV



The computed energies, referenced to the most stable structure and given in hartree, are arrangement w 0.0000; arrangement x 0.0732.



Arrangement w

A cluster of 2 separate species, C5H12NS in total, computed with ωB97M-V with the def2-TZVPD basis set.

Each line ends with the Löwdin charge.
Cartesian coordinates (Å):
C  -3.29  -0.64  0.09  0.094
C  -2.28  0.22  0.20  -0.060
C  0.95  1.06  0.55  -0.063
C  0.03  0.80  -0.68  -0.151
C  -0.96  -0.18  -0.31  -0.248
N  -0.69  -1.49  -0.25  0.240
S  4.20  -0.31  -0.13  0.613
H  -4.23  -0.60  0.60  0.083
H  -3.22  -1.60  -0.53  0.111
H  -2.65  1.22  0.43  0.139
H  1.05  0.09  1.08  0.088
H  0.43  1.88  1.18  0.127
H  1.91  1.34  0.36  -0.011
H  0.65  0.28  -1.52  0.167
H  -0.44  1.68  -0.98  0.107
H  -1.42  -2.16  0.06  0.150
H  5.23  0.11  -0.70  -0.253
H  0.24  -1.79  -0.44  0.144
H  4.51  0.11  0.98  -0.277

Calculated values
**LUMO**: -5.23 eV
**Total charge**: +1
**Orbital gap**: 7.5 eV
**HOMO energy**: -12.7 eV



Arrangement x

A cluster of 2 separate species, C5H12NS in total, computed with ωB97M-V with the def2-TZVPD basis set.

Each line ends with the Löwdin charge.
Cartesian coordinates (Å):
C  -2.70  -1.14  0.47  -0.263
C  2.62  -0.63  -0.09  -0.332
C  -1.00  0.76  -0.91  -0.262
C  1.85  -0.92  0.97  -0.051
C  -2.00  1.79  -0.40  -0.072
N  3.80  0.09  -0.24  0.043
S  -1.15  -0.91  -0.52  1.054
H  -2.60  -2.19  0.63  0.030
H  -3.66  -0.89  -0.13  0.120
H  2.38  -1.19  -0.99  0.094
H  -0.49  0.94  -1.83  0.085
H  -2.45  -0.58  1.35  0.042
H  2.39  -0.57  1.90  0.079
H  0.95  -1.45  0.80  -0.037
H  -1.35  2.64  -0.17  0.115
H  -2.54  1.43  0.47  0.073
H  -2.64  2.20  -1.13  0.091
H  4.67  -0.15  -0.69  0.099
H  3.93  0.77  0.52  0.091

Calculated values
**LUMO**: -6.30 eV
**Total charge**: +1
**Orbital gap**: 5.0 eV
**HOMO energy**: -11.3 eV



Arrangement y

A cluster of 2 separate species, C5H12NS in total, computed with ωB97M-V with the def2-TZVPD basis set.

Each line ends with the Löwdin charge.
Cartesian coordinates (Å):
C  0.11  0.68  1.94  -0.264
C  -0.62  3.14  1.34  -0.291
C  0.02  -1.10  -0.82  -0.417
C  0.86  -2.10  -1.59  -0.019
C  -1.40  -1.30  -1.01  -0.042
N  0.52  -0.17  -0.09  0.137
S  -1.29  1.57  1.92  0.991
H  0.23  -0.22  2.39  0.030
H  1.00  1.26  1.90  0.056
H  0.02  3.47  2.14  0.060
H  -1.43  3.80  1.58  0.045
H  1.91  -1.83  -1.54  0.082
H  0.64  -2.13  -2.65  0.096
H  0.57  -3.12  -1.20  0.118
H  -1.96  -0.83  -1.87  0.125
H  -2.03  -0.95  -0.18  0.082
H  -1.46  -2.44  -1.16  0.120
H  -0.23  3.02  0.42  0.021
H  1.49  -0.06  0.06  0.070

Calculated values
**LUMO**: -4.91 eV
**Total charge**: +1
**Orbital gap**: 8.9 eV
**HOMO energy**: -13.8 eV



The computed energies, referenced to the most stable structure and given in hartree, are arrangement w 0.0000; arrangement x 0.0550; arrangement y 0.0201.